Record 1
Here is an isolated ion of composition C5H8N and charge +1 in a non-equilibrium geometry from the OMol25 dataset. Energies are from ωB97M-V with the def2-TZVPD basis set.

XYZ file:
```
14
Properties=species:S:1:pos:R:3:forces:R:3:nbo_charge:R:1
C -2.186261 0.551006 0.070867 -0.91 -0.84 -4.72 -0.4231
N -1.015381 -0.253385 -0.049774 2.05 1.57 0.84 -0.1675
C -0.508279 -1.378536 0.020783 -0.04 -0.62 -0.58 0.2624
C 0.534307 -0.325362 0.050563 -1.02 -0.49 0.36 0.1109
C 1.733875 0.196870 0.798634 0.70 -4.32 -0.57 -0.3884
C 1.623332 0.136834 -0.751768 0.93 2.31 0.01 -0.4427
H -1.931571 1.450961 0.511190 0.17 1.58 1.35 0.2520
H -2.514110 0.816003 -1.054792 0.58 -0.55 2.48 0.2636
H -2.920300 -0.093400 0.490742 -0.89 0.10 0.68 0.2505
H -1.014336 -2.334811 -0.082894 0.71 -0.40 0.39 0.2600
H 1.789975 1.152564 1.177932 -0.23 1.81 0.99 0.2483
H 2.432897 -0.614682 1.297864 -1.74 1.82 -0.94 0.2602
H 2.298613 -0.455288 -1.290099 0.45 -1.42 -0.59 0.2545
H 1.677240 1.151224 -1.189253 -0.76 -0.55 0.30 0.2594
```
Positions in Å, forces in eV/Å.

Summary:
* HOMO-LUMO gap: 0.4060 Eh
* relative energy (zero: lowest compared OMol25 entry of this formula, charge and spin): 109.6 kcal/mol
* net charge: +1
* strongest force on any atom: 4.88 eV Å⁻¹



Record 2
Here is C4H11N3 as an isolated structure in a non-equilibrium geometry from the OMol25 dataset. Energies are from ωB97M-V with the def2-TZVPD basis set.

XYZ file:
```
18
Properties=species:S:1:pos:R:3:forces:R:3:nbo_charge:R:1
C -0.876035 1.093270 0.659358 -2.29 -0.71 -1.00 -0.0286
C -1.548361 -1.207796 -0.331847 -0.21 -0.03 0.34 -0.6577
C 0.860477 -0.224054 -0.017585 0.11 2.07 0.72 0.1279
C -0.590250 -0.111445 -0.001395 0.03 0.44 0.84 -0.1013
N 1.454725 -0.903856 1.115834 -0.28 -0.36 0.04 -0.8399
N 1.422410 -0.636841 -1.260903 0.16 0.00 -0.02 -0.8528
N -0.806620 2.381829 0.033580 0.80 -0.19 0.58 -0.7844
H 2.456936 -0.758525 1.163513 -0.11 0.01 -0.04 0.3534
H 1.266311 -1.900587 1.061658 0.15 -0.03 -0.03 0.3503
H 2.422162 -0.783645 -1.273275 -0.07 0.07 0.00 0.3666
H 1.100557 -0.118818 -2.065162 0.08 0.05 0.08 0.3720
H -0.725627 3.135079 0.708673 0.02 -0.02 0.02 0.3596
H -0.023321 2.440880 -0.609494 -0.03 0.02 -0.09 0.3608
H -1.725822 1.105598 1.352707 -0.15 0.05 -0.05 0.1698
H 0.755402 0.971221 0.680126 1.73 -1.34 -1.47 0.1495
H -2.261351 -0.920298 -1.111586 0.10 -0.02 0.03 0.2153
H -2.145632 -1.447754 0.555891 -0.06 -0.07 -0.02 0.2201
H -1.035962 -2.114260 -0.660093 0.02 0.06 0.06 0.2194
```
Positions in Å, forces in eV/Å.

Summary:
* HOMO-LUMO gap: 0.3078 Eh
* relative energy (zero: lowest compared OMol25 entry of this formula, charge and spin): 109.7 kcal/mol
* net charge: 0
* strongest force on any atom: 2.64 eV Å⁻¹



Record 3
Here is C19H42BeP2Si as an isolated structure in a non-equilibrium geometry from the OMol25 dataset. Energies are from ωB97M-V with the def2-TZVPD basis set.

XYZ file:
```
65
Properties=species:S:1:pos:R:3:forces:R:3:nbo_charge:R:1
P 0.805936 -2.593070 0.785793 -0.66 1.19 1.22 0.8959
P -0.683483 2.063789 0.949134 0.17 -1.70 0.83 0.9492
C 0.340969 -0.965014 -0.414906 0.17 -2.06 -1.03 -0.8960
C 0.095610 0.594154 -0.329217 -0.39 2.35 -1.02 -0.9152
H -0.501924 -1.418478 -0.953179 0.83 0.65 0.36 0.2759
H 1.265350 -1.052644 -0.986128 -0.41 0.26 -0.07 0.2636
H 1.042401 1.086640 -0.596935 -0.61 -0.36 0.25 0.2415
H -0.682966 0.807587 -1.059133 0.84 -0.50 0.09 0.2853
C -2.292369 2.449881 0.165400 0.13 0.03 -0.71 -0.9938
H -2.820818 3.161644 0.813544 0.21 -0.15 -0.09 0.2520
H -2.900975 1.538447 0.091323 0.19 0.22 0.05 0.2556
H -2.154186 2.899444 -0.822235 -0.35 0.03 0.05 0.2002
C 0.397052 3.439035 0.419575 -0.06 0.10 -0.61 -0.9877
H -0.049528 3.960183 -0.434697 0.33 0.07 -0.01 0.2178
H 1.388245 3.051599 0.159548 -0.13 0.26 0.10 0.2410
H 0.490716 4.141604 1.259159 -0.01 -0.22 -0.21 0.2506
C -0.325778 -3.869057 0.125881 0.03 -0.08 -0.56 -0.9792
H -0.363838 -4.669040 0.881406 0.02 0.26 -0.26 0.2513
H 0.038628 -4.284478 -0.819099 -0.28 -0.07 -0.02 0.2129
H -1.339594 -3.466586 0.003687 0.24 -0.09 0.08 0.2515
C 2.412347 -3.034998 0.050522 0.01 0.01 -0.49 -0.9713
H 3.066773 -2.157092 0.083308 -0.02 -0.23 0.04 0.2449
H 2.303524 -3.388728 -0.979686 0.28 0.01 0.05 0.2077
H 2.847035 -3.830339 0.668647 -0.07 0.18 -0.16 0.2505
Be -0.324372 -0.314249 1.027802 0.53 0.43 4.95 1.5850
C 0.302121 1.065230 -3.103995 -0.98 1.06 -0.75 -0.1777
C -1.043700 1.168321 -3.009498 1.34 0.78 -1.19 -0.1943
C -2.004049 0.392504 -3.849594 -0.48 -0.11 -0.29 -0.4515
C -1.629203 -1.087401 -4.109454 -0.47 0.37 -0.42 -0.4447
C -0.879172 -1.783855 -3.022572 1.10 -0.96 -0.62 -0.2072
C 0.466902 -1.887828 -2.991909 -1.18 -1.01 -1.08 -0.1627
C 1.393655 -1.146560 -3.907559 0.41 0.12 -0.33 -0.4492
C 1.028739 0.338082 -4.192106 0.40 -0.34 -0.39 -0.4523
C -1.830589 -0.772609 1.597917 -0.96 -0.32 -0.32 -1.3848
H 0.966832 1.690397 -2.495061 -0.58 -0.13 -0.15 0.1977
H -1.497351 2.007617 -2.471118 0.33 -0.59 0.31 0.2073
H -2.121978 0.899921 -4.824865 -0.03 -0.14 0.25 0.2233
H -3.001523 0.420099 -3.389393 0.24 0.09 0.02 0.2150
H -2.572795 -1.642542 -4.253609 0.37 0.20 -0.10 0.2236
H -1.083114 -1.148372 -5.061446 -0.05 -0.11 0.31 0.2048
H -1.510283 -2.374282 -2.347408 0.42 0.09 -0.10 0.2046
H 0.954844 -2.687469 -2.417237 -0.42 0.64 0.20 0.1982
H 1.454994 -1.676354 -4.878112 0.03 0.14 0.33 0.2271
H 2.419056 -1.169222 -3.501896 -0.35 -0.13 0.01 0.2110
H 1.979722 0.882616 -4.357110 -0.48 -0.27 -0.06 0.2217
H 0.473033 0.397864 -5.141351 0.07 0.04 0.37 0.2076
H -2.231574 -0.002006 2.268844 -0.02 -0.17 -0.04 0.2182
H -1.689538 -1.684324 2.193456 -0.15 0.05 0.00 0.2189
H -2.585117 -0.979476 0.832329 -0.34 -0.13 0.05 0.1856
C -0.703877 2.228698 3.959058 -0.09 0.14 0.59 -1.1121
Si 0.703198 0.955133 3.913203 -0.06 -0.16 -0.75 1.6928
C 2.289870 1.931507 4.276104 -0.11 -0.01 0.16 -1.1131
C 0.373609 -0.214221 5.354523 -0.07 0.06 0.18 -1.1177
C 0.874231 -0.015955 2.315030 0.68 -0.32 0.71 -1.6520
H -0.853142 2.486213 5.023970 -0.02 0.07 -0.29 0.2184
H -1.648707 1.814101 3.569706 0.37 0.21 0.17 0.2323
H -0.456956 3.152549 3.407900 -0.18 -0.33 0.32 0.2132
H 2.101768 2.643297 5.096732 0.21 -0.14 -0.22 0.2239
H 3.104126 1.252092 4.577303 -0.21 0.26 -0.12 0.2291
H 2.612011 2.492089 3.383177 -0.07 -0.12 0.29 0.2208
H -0.320395 -1.015249 5.067032 0.12 0.16 0.04 0.2349
H 1.304298 -0.675856 5.707939 -0.17 0.02 -0.06 0.2286
H -0.074270 0.341267 6.191526 0.12 -0.20 -0.10 0.2241
H 1.818432 0.309401 1.832898 0.05 -0.05 0.14 0.2016
H 1.061119 -1.055683 2.667124 0.18 0.67 0.07 0.2454
```
Positions in Å, forces in eV/Å.

Summary:
* HOMO-LUMO gap: 0.2841 Eh
* relative energy (zero: lowest compared OMol25 entry of this formula, charge and spin): 0.0 kcal/mol
* net charge: 0
* strongest force on any atom: 4.99 eV Å⁻¹



- What is the strongest force on any atom in the third record?
  4.99 eV Å⁻¹